Computed, not measured: 16 unconnected molecules or ions with the total composition C61H113F3O35 at a distorted geometry, with ωB97M-V/def2-TZVPD.

Bonds (Å) are listed after each position.
Element x y z (Å)
1 F -1.364 2.702 0.630  C41 1.373
2 F -4.642 -4.436 1.828  C82 1.369
3 F -1.962 -5.660 0.293  C78 1.373
4 O 1.065 1.377 4.443  C81 1.366, C91 1.448
5 O -3.646 -2.772 0.630  C46 1.376, C82 1.412
6 O 1.660 -3.879 -1.984  C45 1.203
7 O 0.607 1.365 -1.212  C55 1.198
8 O -1.569 -5.339 -2.843  C57 1.450, C93 1.337
9 O 3.542 -3.198 4.601  C76 1.195
10 O -0.164 -7.008 -3.352  C93 1.160
11 O -0.355 -6.258 -1.194  C78 1.413, C93 1.431
12 O -4.720 -1.244 1.742  C46 1.316, C69 1.421
13 O 6.547 5.545 -3.860  C51 1.225
14 O 1.312 0.361 6.463  C81 1.226
15 O -6.546 3.625 2.983  C60 1.328, C68 1.427
16 O -2.815 -3.194 -4.661  C48 1.479, C65 1.323
17 O 0.689 4.077 2.487  C52 1.402, C80 1.312
18 O 5.724 -0.119 -0.262  C63 1.215
19 O -0.675 -2.652 -4.484  C65 1.207
20 O -3.057 3.864 -6.090  C79 1.206
21 O -5.394 3.282 4.845  C60 1.204
22 O -2.294 6.010 -1.187  C66 1.342, C85 1.467
23 O 3.624 -0.982 -0.386  C63 1.378, C90 1.445
24 O -0.744 4.549 4.096  C80 1.196
25 O 0.507 -3.646 2.130  C56 1.223
26 O -2.642 2.588 -4.293  C61 1.445, C79 1.352
27 O 3.872 1.667 -6.478  C71 1.262
28 O -3.095 -1.096 5.233  C94 1.206
29 O -1.431 4.424 1.942  C41 1.366, C80 1.360
30 O -2.118 0.837 5.914  C88 1.430, C94 1.358
31 O 1.015 -5.306 3.513  C56 1.313, C97 1.497
32 O 3.208 -4.495 -3.476  C45 1.339, C53 1.441
33 O -4.325 -0.841 -0.379  C46 1.177
34 O -0.985 7.715 -1.875  C66 1.212
35 O 4.326 -2.783 6.627  C76 1.343, C87 1.441
36 O 2.495 0.111 -5.616  C71 1.326, C84 1.446
37 O -0.084 -0.785 -1.540  C55 1.351, C98 1.482
38 O 4.915 4.200 -3.098  C51 1.352, C74 1.455
39 C 3.863 1.149 -4.075  C71 1.470, H146 1.101, H164 1.086, H182 1.076
40 C 6.839 4.532 -1.719  C51 1.481, H114 1.094, H117 1.112, H193 1.086
41 C -0.847 3.963 0.796  F1 1.373, O29 1.366, C52 1.574, H201 1.098
42 C 0.455 2.699 6.247  C81 1.521, H124 1.106, H128 1.083, H200 1.074
43 C 4.483 -2.400 1.396  C90 1.538, H102 1.083, H142 1.087, H148 1.100
44 C 1.208 -1.403 -6.917  C84 1.495, H129 1.070, H177 1.089, H210 1.105
45 C 2.444 -3.591 -2.849  O6 1.203, O32 1.339, C92 1.520
46 C -4.341 -1.589 0.530  O5 1.376, O12 1.316, O33 1.177
47 C -6.161 2.480 0.914  C68 1.497, H138 1.108, H181 1.121, H185 1.081
48 C -3.185 -1.982 -3.898  O16 1.479, C96 1.478, H125 1.089, H209 1.120
49 C -0.301 0.747 -3.299  C55 1.492, H123 1.074, H166 1.117, H212 1.076
50 C -1.574 -1.112 7.110  C94 1.510, H109 1.111, H160 1.110, H176 1.102
51 C 6.108 4.822 -2.974  O13 1.225, O38 1.352, C40 1.481
52 C 0.695 3.878 1.099  O17 1.402, C41 1.574, H127 1.083, H150 1.101
53 C 3.037 -5.839 -2.986  O32 1.441, C72 1.534, H122 1.081, H194 1.095
54 C -1.137 2.390 -6.164  C79 1.529, H104 1.086, H118 1.099, H175 1.124
55 C 0.150 0.497 -1.899  O7 1.198, O37 1.351, C49 1.492
56 C 1.244 -4.567 2.453  O25 1.223, O31 1.313, C99 1.555
57 C -1.666 -4.438 -1.711  O8 1.450, C78 1.518, H163 1.051, H179 1.078
58 C -0.566 -0.676 0.952  C98 1.561, H151 1.086, H161 1.071, H202 1.109
59 C 2.690 4.782 -3.762  C74 1.537, H108 1.085, H155 1.088, H184 1.104
60 C -6.202 3.929 4.229  O15 1.328, O21 1.204, C95 1.586
61 C -3.805 3.144 -3.639  O26 1.445, C77 1.512, H143 1.084, H189 1.089
62 C -1.358 -4.387 -6.015  C65 1.490, H110 1.077, H154 1.093, H195 1.093
63 C 4.531 0.055 -0.414  O18 1.215, O23 1.378, C73 1.536
64 C -2.376 1.405 3.468  C88 1.539, H115 1.072, H157 1.090, H167 1.094
65 C -1.537 -3.344 -4.967  O16 1.323, O19 1.207, C62 1.490
66 C -1.458 6.612 -2.046  O22 1.342, O34 1.212, C83 1.568
67 C -3.625 7.864 -0.204  C85 1.488, H121 1.076, H168 1.100, H172 1.083
68 C -5.964 2.461 2.397  O15 1.427, C47 1.497, H120 1.080, H141 1.074
69 C -4.396 -2.258 2.685  O12 1.421, C82 1.474, H101 1.079, H116 1.081
70 C 2.254 -3.662 7.529  C87 1.493, H153 1.107, H169 1.100, H208 1.097
71 C 3.466 1.005 -5.483  O27 1.262, O36 1.326, C39 1.470
72 C 4.059 -6.692 -3.747  C53 1.534, H149 1.099, H162 1.083, H203 1.096
73 C 3.872 1.435 -0.555  C63 1.536, H136 1.104, H196 1.077, H198 1.094
74 C 4.132 4.597 -4.258  O38 1.455, C59 1.537, H180 1.091, H204 1.109
75 C -1.256 -5.666 4.267  C97 1.512, H112 1.079, H113 1.089, H139 1.102
76 C 4.482 -2.992 5.309  O9 1.195, O35 1.343, C89 1.511
77 C -3.846 2.481 -2.281  C61 1.512, H100 1.082, H106 1.110, H171 1.074
78 C -1.003 -5.175 -0.561  F3 1.373, O11 1.413, C57 1.518, H140 1.081
79 C -2.389 3.017 -5.550  O20 1.206, O26 1.352, C54 1.529
80 C -0.502 4.395 2.935  O17 1.312, O24 1.196, O29 1.360
81 C 0.973 1.340 5.806  O4 1.366, O14 1.226, C42 1.521
82 C -3.802 -3.358 1.905  F2 1.369, O5 1.412, C69 1.474, H145 1.075
83 C -1.243 5.767 -3.349  C66 1.568, H133 1.080, H152 1.085, H205 1.090
84 C 2.020 -0.149 -6.956  O36 1.446, C44 1.495, H156 1.072, H190 1.118
85 C -2.596 6.810 0.006  O22 1.467, C67 1.488, H107 1.104, H159 1.102
86 C 2.271 0.709 2.556  C91 1.515, H131 1.097, H132 1.094, H173 1.086
87 C 3.022 -2.443 7.137  O35 1.441, C70 1.493, H137 1.093, H183 1.098
88 C -2.863 1.547 4.921  O30 1.430, C64 1.539, H134 1.079, H206 1.069
89 C 5.940 -3.078 4.923  C76 1.511, H126 1.108, H178 1.101, H186 1.095
90 C 4.115 -2.309 -0.094  O23 1.445, C43 1.538, H111 1.086, H144 1.113
91 C 1.613 0.192 3.818  O4 1.448, C86 1.515, H103 1.103, H187 1.100
92 C 2.718 -2.215 -3.431  C45 1.520, H135 1.082, H158 1.080, H197 1.106
93 C -0.674 -6.299 -2.589  O8 1.337, O10 1.160, O11 1.431
94 C -2.394 -0.490 6.005  O28 1.206, O30 1.358, C50 1.510
95 C -7.033 5.160 4.784  C60 1.586, H165 1.084, H170 1.110, H211 1.115
96 C -4.627 -2.017 -3.577  C48 1.478, H147 1.083, H192 1.097, H199 1.082
97 C -0.027 -4.808 4.466  O31 1.497, C75 1.512, H119 1.076, H191 1.066
98 C 0.421 -1.098 -0.182  O37 1.482, C58 1.561, H105 1.059, H207 1.088
99 C 2.302 -5.266 1.552  C56 1.555, H130 1.093, H174 1.086, H188 1.093
100 H -4.587 2.993 -1.681  C77 1.082
101 H -5.329 -2.572 3.126  C69 1.079
102 H 4.942 -3.376 1.493  C43 1.083
103 H 2.362 -0.327 4.439  C91 1.103
104 H -1.088 1.317 -6.007  C54 1.086
105 H 0.721 -2.109 -0.083  C98 1.059
106 H -4.168 1.427 -2.414  C77 1.110
107 H -3.030 6.129 0.759  C85 1.104
108 H 2.230 3.843 -3.472  C59 1.085
109 H -1.883 -0.625 8.059  C50 1.111
110 H -1.281 -5.361 -5.563  C62 1.077
111 H 3.253 -2.943 -0.285  C90 1.086
112 H -1.133 -6.671 4.640  C75 1.079
113 H -2.061 -5.219 4.848  C75 1.089
114 H 7.727 5.167 -1.777  C40 1.094
115 H -2.635 0.432 3.099  C64 1.072
116 H -3.766 -1.838 3.457  C69 1.081
117 H 6.311 4.811 -0.780  C40 1.112
118 H -0.254 2.894 -5.747  C54 1.099
119 H 0.391 -5.039 5.430  C97 1.076
120 H -4.897 2.466 2.561  C68 1.080
121 H -4.078 8.147 0.730  C67 1.076
122 H 3.223 -5.850 -1.921  C53 1.081
123 H -0.954 -0.038 -3.632  C49 1.074
124 H 0.397 3.460 5.447  C42 1.106
125 H -2.609 -1.977 -2.974  C48 1.089
126 H 6.589 -2.361 5.464  C89 1.108
127 H 1.356 4.547 0.562  C52 1.083
128 H -0.544 2.565 6.641  C42 1.083
129 H 1.772 -2.272 -6.648  C44 1.070
130 H 3.312 -5.029 1.896  C99 1.093
131 H 3.070 1.350 2.949  C86 1.097
132 H 2.610 -0.148 1.966  C86 1.094
133 H -2.135 5.724 -3.956  C83 1.080
134 H -2.685 2.567 5.222  C88 1.079
135 H 2.587 -2.157 -4.504  C92 1.082
136 H 4.359 1.973 -1.388  C73 1.104
137 H 3.130 -1.749 7.976  C87 1.093
138 H -7.224 2.691 0.686  C47 1.108
139 H -1.535 -5.752 3.205  C75 1.102
140 H -0.395 -4.461 -0.023  C78 1.081
141 H -6.369 1.546 2.788  C68 1.074
142 H 3.605 -2.396 2.036  C43 1.087
143 H -3.659 4.218 -3.604  C61 1.084
144 H 5.016 -2.572 -0.692  C90 1.113
145 H -2.845 -3.730 2.222  C82 1.075
146 H 4.592 1.967 -3.963  C39 1.101
147 H -4.966 -1.069 -3.179  C96 1.083
148 H 5.184 -1.616 1.720  C43 1.100
149 H 5.060 -6.263 -3.597  C72 1.099
150 H 1.010 2.850 0.864  C52 1.101
151 H -0.138 -1.106 1.853  C58 1.086
152 H -0.434 6.254 -3.884  C83 1.085
153 H 2.202 -4.388 6.696  C70 1.107
154 H -0.443 -4.176 -6.575  C62 1.093
155 H 2.697 5.504 -2.948  C59 1.088
156 H 1.401 0.669 -7.268  C84 1.072
157 H -1.294 1.528 3.421  C64 1.090
158 H 1.977 -1.492 -3.122  C92 1.080
159 H -1.669 7.298 0.346  C85 1.102
160 H -0.520 -0.805 6.951  C50 1.110
161 H -0.606 0.389 1.053  C58 1.071
162 H 3.872 -6.665 -4.814  C72 1.083
163 H -2.697 -4.413 -1.508  C57 1.051
164 H 4.254 0.157 -3.873  C39 1.086
165 H -6.709 5.578 5.730  C95 1.084
166 H 0.685 0.737 -3.824  C49 1.117
167 H -2.910 2.126 2.843  C64 1.094
168 H -4.453 7.368 -0.732  C67 1.100
169 H 2.776 -4.046 8.419  C70 1.100
170 H -6.995 5.932 3.987  C95 1.110
171 H -2.895 2.514 -1.783  C77 1.074
172 H -3.169 8.582 -0.874  C67 1.083
173 H 1.623 1.369 1.986  C86 1.086
174 H 2.272 -6.349 1.624  C99 1.086
175 H -0.973 2.603 -7.256  C54 1.124
176 H -1.652 -2.211 7.115  C50 1.102
177 H 0.428 -1.307 -6.164  C44 1.089
178 H 6.047 -3.050 3.828  C89 1.101
179 H -1.232 -3.482 -1.960  C57 1.078
180 H 4.538 5.534 -4.645  C74 1.091
181 H -5.943 1.470 0.477  C47 1.121
182 H 3.037 1.342 -3.413  C39 1.076
183 H 2.540 -1.910 6.306  C87 1.098
184 H 2.123 5.174 -4.625  C59 1.104
185 H -5.548 3.216 0.414  C47 1.081
186 H 6.290 -4.087 5.164  C89 1.095
187 H 0.833 -0.571 3.679  C91 1.100
188 H 2.198 -4.843 0.550  C99 1.093
189 H -4.715 3.011 -4.222  C61 1.089
190 H 2.889 -0.191 -7.658  C84 1.118
191 H -0.208 -3.775 4.274  C97 1.066
192 H -5.299 -2.264 -4.408  C96 1.097
193 H 7.091 3.477 -1.672  C40 1.086
194 H 2.045 -6.232 -3.229  C53 1.095
195 H -2.214 -4.296 -6.689  C62 1.093
196 H 2.820 1.301 -0.744  C73 1.077
197 H 3.704 -1.857 -3.081  C92 1.106
198 H 4.083 1.916 0.404  C73 1.094
199 H -4.852 -2.699 -2.767  C96 1.082
200 H 1.151 2.988 7.013  C42 1.074
201 H -1.052 4.552 -0.108  C41 1.098
202 H -1.578 -1.063 0.716  C58 1.109
203 H 3.996 -7.720 -3.373  C72 1.096
204 H 4.232 3.840 -5.061  C74 1.109
205 H -1.079 4.730 -3.056  C83 1.090
206 H -3.891 1.263 4.996  C88 1.069
207 H 1.308 -0.502 0.024  C98 1.088
208 H 1.222 -3.420 7.810  C70 1.097
209 H -2.921 -1.082 -4.509  C48 1.120
210 H 0.750 -1.614 -7.900  C44 1.105
211 H -8.059 4.767 4.972  C95 1.115
212 H -0.771 1.699 -3.472  C49 1.076

Calculated values
Orbital gap, eV: 10.78

Atom charges from the Mulliken analysis, given in e for atoms 1 to 5: number 1, F, carries -0.300; number 2, F, carries -0.411; number 3, F, carries -0.396; number 4, O, carries 0.129; number 5, O, carries -0.202